[1]
Below is a molecular structure, C18H45F2O12P3Zn at a distorted geometry, with properties calculated with ωB97M-V/def2-TZVPD.

Each line ends with the Mulliken charge.
Positions of all 81 atoms, in Å:
Zn (0.118, -0.454, 0.909)  1.55
F (-1.357, -1.690, 0.923)  -0.88
F (1.082, 0.360, 2.412)  -0.86
C (0.042, -2.811, 3.629)  -0.89
C (1.555, -2.924, 3.772)  -0.11
O (2.191, -3.712, 2.761)  -0.38
P (2.262, -3.223, 1.229)  -0.86
O (1.512, -1.994, 0.965)  2.05
O (3.833, -3.172, 0.899)  -0.37
C (4.617, -2.002, 1.297)  -0.41
C (4.787, -1.169, 0.011)  -0.62
O (1.866, -4.512, 0.438)  -0.36
C (0.505, -4.840, 0.232)  -0.28
C (0.038, -4.310, -1.123)  -0.59
H (-0.445, -3.796, 3.649)  0.36
H (-0.322, -2.375, 4.562)  0.37
H (-0.374, -2.363, 2.727)  -0.08
H (2.042, -1.948, 3.807)  0.18
H (1.714, -3.384, 4.748)  0.38
H (4.162, -1.452, 2.116)  0.27
H (5.577, -2.483, 1.465)  0.33
H (5.233, -0.212, 0.320)  0.37
H (5.569, -1.633, -0.590)  0.38
H (3.920, -0.896, -0.580)  -0.15
H (0.325, -5.914, 0.157)  0.41
H (-0.116, -4.467, 1.051)  0.00
H (0.330, -3.267, -1.287)  -0.25
H (0.625, -4.832, -1.885)  0.40
H (-1.039, -4.310, -1.274)  0.41
C (-2.887, 5.712, 1.083)  -1.47
C (-3.178, 4.392, 1.746)  0.03
O (-2.184, 3.390, 1.458)  -0.24
P (-2.465, 1.827, 1.318)  -0.64
O (-1.304, 1.039, 0.932)  1.28
O (-3.164, 1.446, 2.718)  -0.23
C (-2.344, 1.537, 3.953)  -0.24
C (-3.213, 2.172, 5.015)  -1.16
O (-3.689, 1.839, 0.271)  -0.48
C (-4.141, 0.522, -0.098)  -0.40
C (-3.483, -0.013, -1.363)  -0.80
H (-2.014, 6.225, 1.493)  0.33
H (-2.877, 5.796, -0.003)  0.36
H (-3.647, 6.454, 1.360)  0.43
H (-3.140, 4.537, 2.827)  0.01
H (-4.151, 3.944, 1.543)  0.40
H (-2.063, 0.487, 4.039)  0.26
H (-1.504, 2.182, 3.684)  0.44
H (-4.038, 1.529, 5.309)  0.32
H (-2.544, 2.173, 5.886)  0.38
H (-3.433, 3.206, 4.772)  0.23
H (-4.015, -0.207, 0.705)  0.23
H (-5.207, 0.585, -0.320)  0.44
H (-4.138, -0.748, -1.833)  0.55
H (-3.451, 0.777, -2.120)  0.27
H (-2.485, -0.401, -1.157)  -0.17
C (-0.182, -2.374, -4.583)  -1.22
C (-0.240, -0.972, -4.013)  0.29
O (1.014, -0.695, -3.334)  -0.06
P (1.226, 0.470, -2.264)  -1.08
O (0.661, 0.053, -0.949)  0.64
O (0.521, 1.740, -2.850)  -0.31
C (-0.524, 2.486, -2.237)  0.28
C (-0.058, 3.539, -1.244)  -0.78
O (2.791, 0.746, -2.350)  -0.22
C (3.426, 0.626, -3.647)  -0.18
C (4.652, 1.509, -3.683)  -1.26
H (-0.498, -3.130, -3.864)  0.21
H (-0.950, -2.480, -5.356)  0.41
H (0.763, -2.649, -5.045)  0.30
H (-0.350, -0.224, -4.800)  0.33
H (-0.931, -0.878, -3.169)  -0.15
H (-1.118, 2.971, -3.014)  0.42
H (-1.185, 1.777, -1.733)  -0.34
H (0.437, 4.404, -1.693)  0.44
H (-0.946, 3.865, -0.710)  -0.06
H (0.712, 3.134, -0.584)  0.23
H (3.685, -0.426, -3.787)  0.28
H (2.721, 0.870, -4.444)  0.35
H (5.493, 1.024, -3.187)  0.30
H (4.987, 1.503, -4.724)  0.40
H (4.401, 2.491, -3.293)  0.30

Calculated values
multiplicity: 1
energy above the lowest of the compared OMol25 structures with the same formula, charge and spin: 0.0 kJ/mol
HOMO-LUMO gap: 0.3624 Eh
HOMO energy: -0.3397 Ha

---

[2]
Below is a molecular structure, C18H45N3Na7O14P2 at a distorted geometry, with properties calculated with ωB97M-V/def2-TZVPD.

Each line ends with the Mulliken charge.
Positions of all 89 atoms, in Å:
Na (-0.427, -2.346, 0.168)  0.86
Na (2.126, 2.681, -0.520)  0.81
Na (-1.649, 1.066, 1.025)  0.83
Na (2.616, 0.902, 2.282)  0.78
Na (3.910, -0.476, -0.494)  0.72
Na (0.378, 0.728, -3.041)  0.86
Na (3.982, 1.714, -2.852)  0.93
P (4.628, 2.163, 0.809)  0.64
O (3.383, 2.934, 1.401)  -0.82
O (5.850, 2.954, 1.022)  -0.82
O (4.442, 2.055, -0.751)  -0.78
O (4.742, 0.755, 1.488)  -0.83
P (1.048, 0.035, -0.368)  -0.22
O (1.726, -1.267, 0.048)  -1.05
O (-0.420, -0.243, -0.794)  -0.70
O (1.986, 0.663, -1.485)  -0.85
O (0.972, 1.012, 0.808)  -0.05
C (-2.964, 5.274, 2.774)  -0.92
O (-2.116, 4.177, 2.622)  -0.10
C (-0.983, 4.291, 3.431)  -1.00
C (0.011, 3.262, 2.967)  0.37
N (-0.398, 1.884, 3.334)  -0.05
C (-0.354, 1.572, 4.764)  -1.06
C (1.044, 1.828, 5.388)  -0.58
O (1.961, 0.945, 4.692)  -0.20
C (2.092, -0.317, 5.219)  -0.89
H (-3.249, 5.447, 3.819)  0.35
H (-3.886, 5.084, 2.228)  0.24
H (-2.489, 6.179, 2.371)  0.36
H (-1.246, 4.178, 4.486)  0.42
H (-0.485, 5.259, 3.260)  0.45
H (1.042, 3.449, 3.272)  0.55
H (-0.003, 3.297, 1.874)  -0.61
H (0.124, 1.137, 2.893)  0.19
H (-0.610, 0.548, 5.034)  0.47
H (-1.083, 2.221, 5.263)  0.39
H (1.124, 1.589, 6.451)  0.42
H (1.343, 2.860, 5.223)  0.32
H (1.352, -1.037, 4.830)  0.29
H (2.017, -0.346, 6.318)  0.37
H (3.083, -0.740, 5.028)  0.30
C (-2.421, -0.135, -6.000)  -0.61
O (-2.563, -1.377, -5.324)  -0.35
C (-3.503, -1.369, -4.226)  -0.75
C (-2.800, -1.293, -2.905)  0.08
N (-2.390, 0.052, -2.520)  0.79
C (-3.474, 0.974, -2.137)  -0.83
C (-2.977, 2.393, -1.985)  -0.90
O (-2.351, 2.654, -0.734)  0.07
C (-1.895, 4.001, -0.663)  -0.59
H (-1.693, -0.261, -6.801)  0.26
H (-2.169, 0.689, -5.321)  0.15
H (-3.348, 0.144, -6.540)  0.29
H (-4.041, -2.323, -4.315)  0.41
H (-4.312, -0.640, -4.382)  0.39
H (-1.883, -1.883, -2.934)  -0.30
H (-3.424, -1.769, -2.113)  0.18
H (-1.661, 0.032, -1.813)  -0.20
H (-3.923, 0.635, -1.176)  0.26
H (-4.272, 0.955, -2.874)  0.45
H (-3.894, 3.010, -2.070)  0.40
H (-2.321, 2.666, -2.820)  0.40
H (-1.379, 4.312, -1.582)  0.36
H (-1.172, 4.077, 0.148)  0.06
H (-2.723, 4.684, -0.458)  0.26
C (5.304, -3.015, 0.595)  -0.85
O (4.217, -3.168, -0.368)  -0.24
C (3.340, -4.240, -0.012)  -0.77
C (2.327, -4.612, -1.095)  -0.61
N (1.216, -3.654, -1.161)  0.28
C (0.448, -3.595, -2.399)  -0.46
C (-0.700, -4.553, -2.370)  -0.80
O (-1.564, -4.081, -1.320)  -0.14
C (-2.789, -4.759, -1.298)  -0.96
H (5.831, -2.100, 0.346)  0.33
H (5.994, -3.859, 0.469)  0.34
H (4.928, -2.993, 1.618)  0.32
H (2.931, -4.027, 0.990)  0.35
H (3.938, -5.169, 0.091)  0.48
H (1.965, -5.608, -0.851)  0.31
H (2.940, -4.551, -2.013)  0.29
H (1.555, -2.738, -0.858)  0.07
H (1.064, -3.633, -3.315)  0.46
H (0.164, -2.527, -2.390)  0.04
H (-0.480, -5.609, -2.208)  0.57
H (-1.205, -4.415, -3.343)  0.41
H (-3.308, -4.688, -2.264)  0.31
H (-3.458, -4.215, -0.622)  0.30
H (-2.695, -5.793, -0.966)  0.28

Calculated values
multiplicity: 1
energy above the lowest of the compared OMol25 structures with the same formula, charge and spin: 0.0 kJ/mol
charge: +1
HOMO-LUMO gap: 0.1198 Eh
HOMO energy: -0.2689 Ha

---

[3]
Below is a molecular structure, C18H45N3NaO10S at a distorted geometry, with properties calculated with ωB97M-V/def2-TZVPD.

Each line ends with the Mulliken charge.
Positions of all 78 atoms, in Å:
Na (-0.323, 0.039, 0.147)  0.48
S (1.972, 2.303, -1.647)  0.90
O (2.114, 3.517, -2.494)  -0.79
O (2.771, 2.366, -0.400)  -0.81
O (0.560, 1.966, -1.420)  -0.59
O (2.638, 1.334, -2.570)  -0.76
C (0.752, -2.361, 2.368)  -0.96
O (0.977, -1.829, 1.117)  0.46
C (2.251, -2.055, 0.539)  -0.85
C (2.289, -1.635, -0.939)  -0.35
N (1.175, -2.069, -1.782)  0.10
C (1.162, -3.497, -2.088)  -0.86
C (2.401, -4.229, -2.564)  -0.89
O (2.991, -3.490, -3.653)  -0.31
C (4.259, -4.058, -3.938)  -0.84
H (0.944, -1.604, 3.137)  0.15
H (1.145, -3.370, 2.518)  0.38
H (-0.298, -2.534, 2.638)  0.19
H (2.580, -3.098, 0.599)  0.49
H (2.947, -1.467, 1.142)  0.35
H (3.210, -1.902, -1.462)  0.55
H (2.251, -0.542, -0.918)  -0.34
H (1.341, -1.606, -2.670)  0.36
H (0.336, -3.556, -2.802)  0.55
H (0.735, -4.006, -1.219)  0.23
H (2.115, -5.214, -2.947)  0.58
H (3.065, -4.435, -1.720)  0.32
H (4.980, -4.069, -3.114)  0.32
H (4.765, -3.408, -4.652)  0.29
H (4.143, -5.094, -4.263)  0.31
C (4.685, 3.393, 4.264)  -0.76
O (3.737, 2.334, 4.170)  -0.38
C (2.743, 2.579, 3.135)  -0.75
C (1.992, 1.241, 2.802)  -0.67
N (1.157, 1.501, 1.639)  0.65
C (0.077, 2.509, 1.743)  -0.61
C (-1.062, 2.003, 2.668)  -1.05
O (-1.696, 0.848, 2.151)  0.19
C (-2.214, 0.140, 3.260)  -1.01
H (5.279, 3.405, 3.348)  0.31
H (5.415, 3.217, 5.055)  0.27
H (4.229, 4.366, 4.466)  0.28
H (3.129, 3.009, 2.210)  0.55
H (2.072, 3.253, 3.673)  0.25
H (1.517, 0.871, 3.712)  0.44
H (2.783, 0.543, 2.524)  0.09
H (1.827, 1.812, 0.926)  -0.10
H (-0.484, 2.698, 0.824)  0.06
H (0.500, 3.503, 1.905)  0.57
H (-1.908, 2.699, 2.704)  0.42
H (-0.688, 1.916, 3.692)  0.54
H (-2.901, 0.741, 3.869)  0.36
H (-1.526, -0.221, 4.028)  0.32
H (-2.870, -0.645, 2.882)  0.21
C (-1.895, -3.075, -0.587)  -0.53
O (-2.200, -1.792, -0.055)  0.03
C (-3.323, -1.128, -0.703)  -0.76
C (-2.832, -0.228, -1.899)  -0.63
N (-2.378, 1.058, -1.388)  0.29
C (-3.408, 1.949, -0.895)  -0.96
C (-4.295, 2.764, -1.909)  -0.74
O (-5.261, 1.926, -2.520)  -0.23
C (-6.341, 2.704, -3.025)  -0.82
H (-0.945, -3.310, -0.112)  -0.18
H (-1.731, -3.047, -1.668)  0.27
H (-2.750, -3.730, -0.406)  0.37
H (-3.738, -0.542, 0.118)  0.24
H (-4.167, -1.783, -0.936)  0.39
H (-3.760, -0.118, -2.468)  0.28
H (-2.086, -0.849, -2.391)  0.54
H (-1.639, 1.558, -1.872)  0.19
H (-2.922, 2.718, -0.291)  0.42
H (-4.073, 1.382, -0.243)  0.29
H (-3.606, 3.251, -2.603)  0.38
H (-4.721, 3.505, -1.227)  0.44
H (-5.962, 3.457, -3.719)  0.32
H (-6.972, 3.215, -2.292)  0.31
H (-7.031, 2.006, -3.500)  0.24

Calculated values
multiplicity: 1
energy above the lowest of the compared OMol25 structures with the same formula, charge and spin: 259.9 kJ/mol
charge: -1
HOMO-LUMO gap: 0.1621 Eh
HOMO energy: -0.0996 Ha

---

Number 1: LUMO energy 0.620 eV. Number 2: LUMO energy -4.056 eV. Number 3: LUMO energy 1.702 eV.